[1]
106
Properties=species:S:1:pos:R:3:forces:R:3:mulliken_charge:R:1 method="wB97M-V/def2-TZVPD" total_charge=+3 energy_ha=-1975.8493 lumo_energy_ev=-9.25 gap_ev=3.7
Ba 0.813786 -1.474003 -4.864225 -0.55 0.73 0.88 1.71
Ba 2.191112 -2.258710 -0.459978 0.53 1.04 0.05 1.62
C 1.426871 1.567765 -0.846852 -0.58 0.40 -0.46 -0.98
C 1.278175 1.028373 -2.255705 -0.23 0.38 -0.32 -0.20
O 1.484093 -0.353738 -2.327713 0.17 -2.25 -0.74 -0.85
H 1.511982 2.652817 -0.932003 0.19 0.01 0.34 0.31
H 2.289220 1.172785 -0.307652 0.10 0.03 -0.07 0.11
H 0.513811 1.390304 -0.281728 0.13 -0.26 0.17 0.28
H 1.923809 1.611890 -2.935791 0.36 -0.38 0.10 0.37
H 0.267459 1.282466 -2.626786 -0.06 0.00 0.28 0.09
C 5.477279 3.102037 4.266087 0.78 -0.03 -0.36 -0.80
O 4.400560 2.206358 4.106848 -0.21 -0.05 0.12 -0.30
C 3.258694 2.556324 4.878346 0.11 0.68 0.16 -0.63
C 2.198805 1.514113 4.609008 0.01 -0.69 -0.19 -0.57
N 1.936910 1.350235 3.153764 0.09 0.15 0.97 -0.25
C 0.996408 2.373871 2.648560 1.18 -0.50 -0.68 0.33
C -0.386401 2.293002 3.235710 -0.38 -0.26 0.16 0.15
O -0.755134 0.922732 3.340752 0.02 0.50 -0.21 -0.20
C -1.866151 0.737539 4.175685 -0.37 -1.33 0.53 -0.80
H 5.664336 3.400187 5.300974 -0.38 0.06 0.04 0.32
H 5.372216 3.977651 3.617702 -0.18 0.13 0.24 0.31
H 6.391983 2.593062 3.951307 -0.16 -0.10 -0.08 0.23
H 2.889026 3.564008 4.626544 0.15 -0.08 -0.26 0.32
H 3.562876 2.632487 5.928342 -0.26 -0.31 0.09 0.52
H 1.264343 1.729354 5.122075 0.07 0.08 0.13 0.23
H 2.568581 0.558553 4.990263 -0.08 0.00 0.02 0.33
H 2.869343 1.524462 2.786064 -0.24 0.10 -0.54 0.30
H 0.933661 2.149717 1.584416 -0.16 0.28 -0.08 -0.69
H 1.444792 3.369302 2.742203 -0.47 0.21 0.07 0.35
H -1.103062 2.797744 2.577779 0.18 0.22 0.06 -0.46
H -0.458361 2.776847 4.216183 0.08 -0.05 0.04 0.58
H -2.822289 1.159030 3.848844 0.27 0.46 -0.25 0.24
H -1.667150 1.030040 5.211643 0.04 0.33 -0.09 0.35
H -2.025272 -0.347004 4.208491 -0.01 0.12 0.01 0.24
C -1.109057 3.885462 -0.308835 -0.52 -1.02 -0.66 -0.61
O -2.007241 4.353544 0.635255 -0.09 0.25 0.58 -0.36
C -3.120727 3.494630 0.861895 0.36 0.03 -0.20 -0.75
C -3.813175 3.887752 2.141758 0.16 -0.59 -0.20 -0.39
N -4.559021 5.108273 1.979247 -0.19 0.76 0.42 -0.41
C -4.710104 5.887136 3.213640 -0.27 0.20 -0.17 -0.66
C -5.760911 5.362828 4.150223 -0.04 -0.33 0.65 -0.67
O -5.302817 4.137134 4.703231 0.21 -0.40 -0.14 -0.20
C -6.322818 3.441869 5.380306 -0.45 0.16 -0.03 -0.77
H -1.013089 2.782860 -0.269572 0.11 0.13 0.48 0.04
H -0.132015 4.323555 -0.125239 -0.04 0.25 -0.27 0.36
H -1.494879 4.012985 -1.335704 0.36 0.60 0.04 0.41
H -2.721351 2.471229 0.938706 -0.26 -0.05 0.01 0.33
H -3.813050 3.564175 0.011437 -0.01 -0.14 0.03 0.55
H -3.065096 3.917950 2.948408 -0.02 0.22 -0.03 0.30
H -4.484464 3.064431 2.404286 -0.08 0.08 0.05 0.17
H -4.110812 5.738416 1.326180 0.20 -0.31 -0.17 0.28
H -5.020673 6.897967 2.938010 0.09 -0.03 -0.07 0.45
H -3.761479 5.971274 3.762454 -0.01 -0.03 0.02 0.30
H -6.729912 5.199435 3.663572 0.13 0.09 -0.23 0.39
H -5.920457 6.074288 4.972573 -0.01 0.10 -0.12 0.41
H -6.025601 2.421537 5.615498 0.36 0.07 -0.09 0.23
H -7.209488 3.381718 4.735794 -0.07 0.00 0.18 0.34
H -6.588833 3.940729 6.318956 -0.08 0.02 -0.05 0.29
C -2.401707 -6.316216 -8.354179 0.06 -0.75 -0.03 -0.75
O -1.790994 -5.132126 -7.866107 0.17 -0.08 0.09 -0.34
C -2.671216 -4.399919 -7.065291 -0.03 0.57 -0.52 -0.72
C -1.926640 -3.169109 -6.567267 -0.13 0.14 0.43 -0.51
N -1.205215 -3.416999 -5.269485 -0.51 0.27 -0.59 -0.15
C -2.113158 -3.356427 -4.096988 0.93 0.17 0.87 -0.60
C -2.732172 -1.995658 -3.767661 -1.02 -1.59 -0.55 -0.79
O -1.772126 -0.993919 -3.934308 1.14 0.67 -0.50 -0.22
C -2.300360 0.284966 -4.330730 -1.57 -0.42 -0.15 -0.86
H -3.327335 -6.116093 -8.897829 -0.01 0.15 0.07 0.31
H -2.598981 -7.016334 -7.533167 -0.17 0.15 0.02 0.32
H -1.716096 -6.828255 -9.024965 0.13 0.28 -0.04 0.27
H -3.054593 -5.013055 -6.236500 -0.05 0.09 0.04 0.32
H -3.526443 -4.040044 -7.652392 -0.08 -0.25 0.02 0.46
H -2.637964 -2.349164 -6.453350 0.10 0.05 0.23 0.28
H -1.202489 -2.851543 -7.323348 -0.05 -0.20 -0.09 0.40
H -0.967170 -4.404802 -5.364074 0.38 0.08 0.21 0.25
H -1.441766 -3.567968 -3.250970 -0.28 -0.40 0.06 0.21
H -2.893301 -4.118396 -4.126465 -0.03 0.03 0.05 0.36
H -3.122378 -2.069342 -2.748289 0.28 0.29 0.14 0.44
H -3.641524 -1.891727 -4.372072 0.32 0.65 -0.31 0.48
H -2.781619 0.214220 -5.313988 0.48 -0.06 -0.19 0.35
H -1.538274 1.057046 -4.318748 0.10 -0.07 0.23 0.29
H -3.157693 0.512857 -3.692865 0.43 0.43 0.38 0.36
C 1.720202 -4.690264 2.492047 0.44 0.46 0.86 -0.90
O 2.244799 -4.530810 1.160268 -0.54 -0.24 -0.09 -0.16
C 3.153476 -5.576772 0.859955 1.40 -0.04 -0.32 -0.73
C 3.963677 -5.230549 -0.385910 -0.46 -0.38 -0.04 -0.68
N 4.524318 -3.879124 -0.287083 0.04 -0.16 0.24 -0.04
C 5.512993 -3.562747 -1.325274 0.20 -0.27 -0.29 -0.80
C 5.943629 -2.130016 -1.234217 0.62 0.15 -0.11 -0.70
O 4.823884 -1.295603 -1.500280 -0.73 -0.16 0.18 -0.11
C 5.060777 0.066794 -1.153409 0.25 0.26 1.05 -0.89
H 2.481743 -4.368115 3.211155 0.02 -0.02 -0.11 0.35
H 1.483014 -5.721122 2.749756 -0.23 -0.06 -0.42 0.33
H 0.862012 -4.039061 2.640676 -0.14 -0.12 -0.27 0.31
H 2.696699 -6.560007 0.733475 -0.41 0.17 0.02 0.45
H 3.895889 -5.693119 1.661322 -0.29 0.16 0.26 0.45
H 3.331913 -5.313623 -1.283024 0.11 0.10 -0.03 0.30
H 4.738700 -6.001250 -0.468655 -0.03 0.05 -0.18 0.39
H 5.044924 -3.883196 0.590660 -0.17 0.32 0.08 0.14
H 5.097367 -3.748747 -2.321566 -0.22 0.04 0.09 0.33
H 6.399320 -4.205018 -1.274649 -0.04 -0.01 0.15 0.43
H 6.751385 -1.970969 -1.958051 -0.19 0.19 -0.13 0.43
H 6.389406 -1.878079 -0.263636 -0.24 -0.13 0.13 0.40
H 4.161975 0.658506 -1.307402 0.06 -0.10 -0.69 0.17
H 5.946884 0.451707 -1.655889 -0.21 0.16 -0.27 0.34
H 5.242988 0.166407 -0.070471 0.20 -0.25 -0.13 0.42

---

[2]
110
Properties=species:S:1:pos:R:3:forces:R:3:mulliken_charge:R:1 method="wB97M-V/def2-TZVPD" energy_ha=-2720.3868 lumo_energy_ev=0.43 gap_ev=9.2
C -2.989780 1.714201 0.401837 0.21 0.17 -0.63 -0.76
C -1.914293 1.366872 0.001311 -0.90 0.32 0.55 -1.31
C -0.696502 0.882682 -0.573235 0.37 -0.45 -0.03 1.50
O -0.654203 -0.534878 -0.351228 0.38 0.05 -0.10 0.49
C -0.435642 -1.311950 -1.487838 -0.21 -0.16 -0.05 -0.64
C -0.163606 -2.734710 -1.080281 0.21 0.15 0.36 -0.93
C 1.290008 -3.099693 -0.725852 -0.36 -0.33 -0.05 -0.37
C 1.910514 -4.051074 -1.737484 0.12 0.12 0.22 -0.97
S 2.493924 -3.256765 -3.254073 -0.03 -0.23 -0.39 -0.29
O 0.711553 -0.731349 -2.218588 -0.05 0.12 -0.35 -0.58
C 0.480037 -0.453416 -3.460776 0.74 -1.11 4.23 0.79
N 0.270674 -0.213162 -4.538843 -0.74 0.91 -3.47 -0.50
C 0.596180 1.509784 -0.041296 0.41 0.98 0.66 -0.39
O 1.303146 2.199678 -1.055557 -0.14 -0.29 -0.25 -0.65
N 0.400546 2.355798 1.152277 0.37 0.11 -0.74 0.44
C 1.642401 2.965137 1.533145 0.07 0.20 0.41 0.60
C 2.679353 2.212742 2.087858 0.22 0.64 -0.07 -0.28
C 3.862453 2.865001 2.435798 -0.49 0.55 -0.31 -0.52
C 3.964555 4.249050 2.234600 -0.73 -0.59 -0.16 -0.44
N 2.960124 4.984662 1.736776 -0.03 -0.45 0.07 -0.63
C 1.831073 4.350789 1.394925 0.55 -0.53 0.33 -0.48
H -3.962944 2.123277 0.459758 -0.55 0.14 0.53 0.62
H -0.748200 1.116118 -1.634825 0.10 -0.17 -0.24 0.22
H -1.296472 -1.241732 -2.151433 -0.06 0.05 -0.24 0.93
H -0.761398 -2.916863 -0.193590 -0.29 0.03 0.06 0.11
H -0.560137 -3.383331 -1.853234 0.09 -0.04 -0.13 0.64
H 1.251736 -3.635596 0.218136 0.07 -0.04 0.19 0.45
H 1.921485 -2.231495 -0.564123 0.09 0.22 -0.03 0.13
H 2.733857 -4.605901 -1.307639 0.17 0.03 0.14 0.40
H 1.149958 -4.768126 -2.031580 -0.06 -0.14 -0.25 0.56
H 3.196187 -2.286541 -2.671312 0.09 0.14 0.09 0.05
H 1.230237 0.687467 0.263086 0.25 -0.14 -0.14 0.16
H 0.784919 2.963812 -1.336606 0.06 0.04 0.01 0.41
H -0.247390 3.118417 0.937624 -0.03 -0.30 0.21 -0.13
H 2.578266 1.149820 2.249672 -0.09 -0.13 -0.02 0.43
H 4.692403 2.325197 2.855118 0.16 -0.17 0.04 0.44
H 4.880705 4.763543 2.485386 0.04 0.14 0.01 0.39
H 1.018544 4.953380 1.007443 -0.04 0.13 -0.04 0.45
C 5.322945 -3.009478 0.263902 -0.04 -0.19 0.07 -0.37
O 4.641923 -4.247276 0.108394 0.06 0.03 0.01 -0.42
H 4.822041 -2.283664 -0.372879 -0.02 0.02 -0.01 -0.14
H 5.282499 -2.657165 1.297361 0.02 0.07 -0.02 0.38
H 6.368520 -3.089487 -0.046508 0.01 0.07 -0.01 0.36
H 5.077020 -4.896648 0.670443 0.02 -0.08 0.10 0.22
C -1.013436 -5.214292 2.594345 0.02 -0.11 -0.20 -0.46
O -0.778817 -5.120828 1.187824 -0.01 0.04 0.16 -0.39
H -1.074803 -4.202643 2.982683 0.04 -0.01 0.00 0.14
H -1.949185 -5.740780 2.800791 0.01 0.01 0.05 0.27
H -0.190336 -5.728819 3.096704 -0.02 0.01 0.05 0.26
H -0.702903 -6.013253 0.840604 -0.01 0.01 -0.06 0.25
C -4.608533 -1.777038 0.124320 0.14 0.14 0.01 -0.59
O -3.494231 -1.794090 -0.763782 -0.21 0.05 0.19 -0.44
H -5.316272 -2.550994 -0.160278 0.11 -0.07 -0.17 0.27
H -4.287416 -1.969629 1.151923 -0.08 0.01 0.04 0.25
H -5.120405 -0.810639 0.083085 -0.05 -0.03 0.07 0.14
H -2.916699 -1.087665 -0.453301 0.14 -0.01 -0.07 0.12
C -1.453485 -3.319971 -5.052101 0.12 0.18 -0.04 -0.52
O -0.697485 -3.863832 -3.975992 -0.11 -0.22 -0.12 -0.38
H -2.490570 -3.263003 -4.731604 -0.03 -0.05 0.05 0.24
H -1.101975 -2.313153 -5.288790 -0.08 -0.03 -0.13 0.14
H -1.393938 -3.942892 -5.948003 -0.03 0.00 0.01 0.29
H 0.221823 -3.906801 -4.259640 0.02 0.14 0.03 0.19
C -2.766487 4.848090 2.335008 0.00 -0.25 -0.28 -0.39
O -1.815868 4.777479 1.271187 0.16 0.11 -0.06 -0.52
H -2.471495 5.656299 2.993905 0.08 0.02 0.01 0.21
H -3.767049 5.045794 1.939138 -0.01 -0.01 0.07 0.17
H -2.768895 3.916294 2.902772 -0.08 0.06 0.12 0.25
H -2.071466 4.046980 0.699562 -0.22 -0.01 -0.01 0.12
C 5.761978 0.689320 -0.437325 0.27 -0.05 0.13 -0.24
O 6.433744 0.653562 0.820706 -0.14 0.01 -0.03 -0.51
H 4.698673 0.797362 -0.238678 -0.02 0.02 0.03 -0.10
H 6.096451 1.536298 -1.040611 -0.07 0.01 -0.04 0.35
H 5.934449 -0.237785 -0.990382 -0.09 0.03 -0.09 0.26
H 7.375138 0.558926 0.653473 0.00 0.01 0.02 0.27
C -6.841899 2.637877 -0.486632 -0.06 0.16 0.11 -0.70
O -6.033072 3.484628 0.329306 0.16 -0.29 -0.04 -0.43
H -6.192497 2.153979 -1.212665 0.06 0.01 0.01 0.25
H -7.334205 1.870412 0.116190 -0.01 -0.05 -0.06 0.30
H -7.598509 3.220303 -1.016014 -0.01 -0.03 -0.02 0.29
H -6.619466 3.910838 0.960061 0.00 0.13 -0.06 0.27
C -0.049674 -0.604353 2.948358 -0.27 -0.29 -0.14 -0.10
O -0.539930 -1.947769 2.913981 0.03 0.24 0.09 -0.57
H 0.744281 -0.551689 3.688934 0.01 -0.06 0.02 0.37
H 0.334928 -0.335953 1.966403 0.12 0.14 0.07 -0.23
H -0.844946 0.093448 3.221080 0.08 0.10 0.01 0.28
H -1.233167 -1.964240 2.246505 0.04 -0.09 -0.06 0.24
C -0.557928 0.490685 -7.369600 0.04 -0.17 -0.08 -0.48
O -1.803010 -0.051193 -6.944678 0.03 0.08 -0.01 -0.51
H -0.532090 0.417664 -8.454143 -0.08 0.02 -0.07 0.27
H -0.458013 1.541428 -7.085568 0.03 0.01 0.01 0.22
H 0.285632 -0.068856 -6.957388 -0.10 0.12 -0.08 0.21
H -1.829944 0.008509 -5.984561 0.14 -0.04 0.01 0.28
C 7.298513 -7.299798 1.541675 -0.10 0.02 0.11 -0.53
O 6.432606 -6.420887 2.258050 0.01 -0.01 -0.18 -0.50
H 7.798378 -6.706561 0.781115 0.01 0.02 -0.02 0.21
H 8.053106 -7.738349 2.198526 0.02 0.01 -0.02 0.28
H 6.740913 -8.101830 1.052395 0.01 0.00 -0.03 0.27
H 5.984204 -6.933154 2.935992 -0.04 0.05 0.02 0.28
C -0.438176 4.465656 5.853425 -0.09 0.09 -0.05 -0.51
O -1.740674 4.911272 5.483009 0.10 -0.01 0.08 -0.49
H -0.378288 3.411761 5.595559 0.00 -0.03 -0.01 0.16
H 0.340927 5.003696 5.307688 0.02 -0.03 -0.01 0.26
H -0.266040 4.575390 6.927196 0.01 -0.02 0.00 0.30
H -1.807628 5.843661 5.705203 -0.02 0.00 0.01 0.28
C -6.816313 6.422891 -1.106340 -0.18 0.08 0.30 -0.43
O -7.918908 5.888936 -0.366942 0.15 -0.08 -0.04 -0.50
H -6.760358 5.892310 -2.052148 -0.05 -0.05 0.00 0.21
H -6.975832 7.486172 -1.299943 0.10 0.00 -0.10 0.30
H -5.879594 6.281952 -0.563693 0.05 0.00 -0.09 0.15
H -7.964365 6.367839 0.464733 -0.09 0.04 -0.01 0.29